(1)
The following is a DFT calculation (ωB97M-V/def2-TZVPD) of CHF4NO in the gas phase.

XYZ file:
```
8
CHF4NO (ωB97M-V/def2-TZVPD)
F -0.133 -0.871 1.872
F -1.058 1.517 0.077
F 1.271 -1.292 0.452
F -0.156 1.032 -1.921
O -0.553 -0.508 -0.499
N 0.029 -1.513 0.669
C -0.155 0.714 -0.626
H 0.756 0.921 -0.025
```

Properties
M (g/mol): 119.02
Electronic energy (eV): -15454.7365
E_LUMO (eV): -0.48
Kohn-Sham gap (eV): 12.06
Max |F| (hartree/bohr): 0.1078
Total charge: 0
Energy relative to the best compared isomer or geometry (same formula, charge and spin) (kJ/mol): 207.2

(2)
The following is a DFT calculation (ωB97M-V/def2-TZVPD) of a molecular structure, C24H66AlF2N7O10S2.

XYZ file:
```
112
C24H66AlF2N7O10S2 (ωB97M-V/def2-TZVPD)
S 26.881 -8.434 -1.970
S 28.811 -7.189 -2.272
Al 28.551 -9.531 -5.526
F 29.964 -7.167 -3.358
F 26.280 -9.769 -2.792
O 32.825 -5.505 -5.419
O 27.187 -8.977 -0.677
O 27.544 -9.289 4.146
O 25.737 -7.593 -2.047
O 27.324 -5.743 1.304
O 23.336 -1.850 -3.042
O 29.597 -7.472 -1.069
O 30.937 -10.016 -3.533
O 25.639 -8.328 -5.117
O 28.385 -5.828 -2.382
N 31.338 -7.923 -5.789
N 25.952 -12.780 3.608
N 28.155 -8.252 -3.072
N 29.993 -4.640 -4.929
N 24.352 -7.562 1.763
N 23.977 -5.447 -2.686
N 27.740 -6.581 -6.307
C 26.322 -4.632 -5.996
C 32.009 -9.181 -5.588
C 24.503 -5.036 1.512
C 33.958 -5.385 -4.654
C 30.756 -4.387 -6.166
C 32.120 -9.665 -4.106
C 26.814 -11.531 3.357
C 22.457 -0.912 -3.644
C 31.121 -10.394 -2.136
C 30.169 -3.091 -6.735
C 23.216 -3.209 -3.333
C 24.018 -4.036 -2.324
C 24.440 -9.093 -4.984
C 25.399 -7.006 -5.595
C 26.218 -10.906 2.119
C 25.104 -6.467 1.281
C 32.249 -4.226 -5.770
C 26.641 -6.093 -5.565
C 26.512 -6.675 1.911
C 25.532 -3.796 -2.303
C 26.882 -10.526 4.522
C 28.622 -5.788 1.890
C 33.317 -9.193 -6.299
C 27.845 -8.545 5.331
H 34.613 -4.561 -4.939
H 24.859 -8.431 1.673
H 23.048 -5.787 -2.484
H 27.403 -11.084 5.300
H 26.808 -7.708 1.728
H 24.596 -4.654 2.529
H 25.932 -3.579 -3.293
H 25.108 -4.382 0.885
H 25.833 -11.661 1.434
H 30.743 -5.247 -6.834
H 33.666 -5.300 -3.607
H 27.564 -7.520 5.087
H 26.062 -4.646 -7.055
H 27.852 -11.760 3.115
H 26.148 -4.622 -1.948
H 25.255 -10.420 2.279
H 29.139 -4.845 1.711
H 23.461 -3.396 -4.379
H 22.363 -0.783 -4.722
H 30.117 -2.276 -6.013
H 25.718 -2.925 -1.675
H 26.858 -6.043 -4.498
H 29.269 -6.525 1.416
H 32.338 -3.550 -4.920
H 31.544 -11.398 -2.166
H 33.210 -8.938 -7.353
H 30.528 -5.245 -4.323
H 31.435 -7.741 -6.778
H 27.457 -6.350 -7.248
H 28.432 -5.852 -6.206
H 25.059 -7.125 -6.623
H 27.204 -8.870 6.150
H 31.918 -9.910 -1.572
H 24.675 -6.036 -2.253
H 32.717 -10.567 -4.239
H 26.373 -6.362 2.946
H 26.890 -10.177 1.667
H 25.299 -6.684 0.231
H 27.066 -3.847 -5.858
H 23.483 -4.896 1.153
H 32.654 -8.970 -3.458
H 30.296 -10.274 -1.434
H 34.657 -6.219 -4.719
H 28.886 -8.508 5.654
H 25.446 -4.280 -5.450
H 24.963 -12.643 3.461
H 24.173 -8.927 -3.940
H 30.033 -3.727 -4.499
H 24.696 -6.452 -4.973
H 21.426 -1.132 -3.367
H 26.218 -13.517 2.970
H 22.174 -3.497 -3.193
H 33.996 -8.398 -5.991
H 32.879 -3.785 -6.543
H 23.589 -8.824 -5.609
H 31.497 -9.960 -6.153
H 22.847 0.022 -3.241
H 30.772 -2.673 -7.542
H 31.975 -7.270 -5.356
H 23.567 -3.721 -1.383
H 33.838 -10.150 -6.306
H 24.755 -10.130 -5.103
H 28.648 -6.161 2.914
H 25.879 -10.211 4.811
H 29.155 -3.282 -7.089
H 23.549 -7.712 1.169
```

Properties
M (g/mol): 741.94
Electronic energy (eV): -90527.1471
E_LUMO (spin up / spin down) (eV): -12.33 / -12.55
Kohn-Sham gap (spin up / spin down) (eV): 2.27 / 2.05
Max |F| (hartree/bohr): 0.2326
Total charge: +3
2S+1: 2

(3)
The following is a DFT calculation (ωB97M-V/def2-TZVPD) of 2 unconnected molecules or ions with the total composition C2H11N2.

XYZ file:
```
15
C2H11N2 (ωB97M-V/def2-TZVPD)
N 0.037 0.683 0.482
N -1.538 -1.435 -0.945
C 0.832 1.295 -0.658
C 0.944 -0.226 1.332
H 1.544 0.466 1.942
H 0.182 2.088 -1.063
H 1.036 0.450 -1.307
H -1.114 -1.736 -1.819
H -2.429 -0.955 -1.058
H -0.421 1.417 1.021
H -1.781 -2.334 -0.545
H 0.293 -0.752 2.022
H 1.717 1.757 -0.140
H 1.466 -0.836 0.588
H -0.769 0.118 0.148
```

Properties
M (g/mol): 63.12
Electronic energy (eV): -5226.2598
E_LUMO (eV): -3.17
Kohn-Sham gap (eV): 11.92
Max |F| (hartree/bohr): 0.0383
Total charge: +1
Energy relative to the best compared isomer or geometry (same formula, charge and spin) (kJ/mol): 66.1